Record 1
Formula: C4H7NO
Source: the Open Molecules 2025 dataset
Level of theory: wB97M-V/def2-TZVPD

The calculation puts the HOMO energy (alpha / beta) at -0.2393 / -0.2560 Eh. For the HOMO-LUMO gap (alpha / beta), the calculation gives 7.3 / 7.8 eV. The net charge is 0. The calculated total energy is -7795.7912 eV.

Element x y z (Å)
C1 -1.40417 1.47757 -0.07528
C2 -0.43731 0.35220 -0.13131
N1 0.02607 -0.34706 0.97487
C3 0.89186 -1.39537 0.36062
C4 1.40897 -0.65693 -0.83921
O1 0.28861 0.13739 -1.16692
H1 -0.93241 2.38845 0.32526
H2 -2.25003 1.23245 0.57283
H3 -1.76992 1.71146 -1.07660
H4 1.63612 -1.74023 1.08185
H5 0.22406 -2.25393 0.12741
H6 1.73742 -1.19589 -1.72342
H7 0.58074 0.28989 1.56989

Record 2
Formula: C4H7NO
Source: the Open Molecules 2025 dataset
Level of theory: wB97M-V/def2-TZVPD

The calculation puts the HOMO energy at -0.3317 Eh. For the HOMO-LUMO gap, the calculation gives 9.7 eV. The net charge is 0. The SMILES is C=C=N.C=CO. The calculated total energy is -7796.7100 eV.

Element x y z (Å)
O1 -0.96818 1.16207 -1.15738
C1 -0.26780 0.08222 -1.60443
C2 1.00382 -0.11473 -1.27127
C3 0.46164 0.46249 2.16368
C4 -0.29288 -0.47861 1.65296
N1 -1.02127 -1.36649 1.21744
H1 -1.88728 1.08904 -1.43560
H2 -0.81211 -0.61102 -2.24695
H3 -0.83826 -1.53819 0.22500
H4 1.51799 0.58700 -0.62304
H5 1.53899 -0.98551 -1.63008
H6 0.13408 1.49450 2.12955
H7 1.43126 0.21725 2.58011

Record 3
Formula: C4H7NO
Source: the Open Molecules 2025 dataset
Level of theory: wB97M-V/def2-TZVPD

The calculation puts the HOMO energy at -0.2893 Eh. For the HOMO-LUMO gap, the calculation gives 8.3 eV. The net charge is 0. The SMILES is c1cc[nH]c1.O. The calculated total energy is -7798.1024 eV.

Element x y z (Å)
C1 -0.25975 -1.43057 -1.51270
C2 -0.02530 -1.35627 -0.15265
N1 -0.39261 -0.13012 0.27140
C3 -0.94567 0.62342 -0.71104
C4 -0.97840 -0.23295 -1.83944
H1 0.23921 -2.02899 -2.26004
H2 0.54568 -2.01743 0.48724
H3 -0.20616 0.26552 1.18336
H4 -0.83400 1.70671 -0.79390
H5 -0.96102 0.19095 -2.84035
H6 1.82647 0.97476 2.97616
H7 0.92762 2.17276 2.73782
O1 1.06394 1.26222 2.45413

Record 4
Formula: C4H7NO
Source: the Open Molecules 2025 dataset
Level of theory: wB97M-V/def2-TZVPD

The calculation puts the HOMO energy at -0.3574 Eh. For the HOMO-LUMO gap, the calculation gives 10.8 eV. The net charge is 0. The SMILES is O=CCN1CC1. The calculated total energy is -7797.2688 eV.

Element x y z (Å)
O1 -2.96725 0.38960 0.77767
C1 -1.95089 -0.22937 0.57952
C2 -0.56506 0.35135 0.77535
N1 0.42505 -0.53552 0.20215
C3 0.73633 -0.34348 -1.20412
C4 1.70008 0.05473 -0.14665
H1 -1.96366 -1.28212 0.23247
H2 -0.37278 0.44249 1.85377
H3 -0.56452 1.37478 0.35758
H4 0.22785 0.45872 -1.74181
H5 0.89071 -1.25299 -1.77978
H6 2.57727 -0.55193 0.06643
H7 1.82687 1.12372 0.02744

Record 5
Formula: C4H7NO
Source: the Open Molecules 2025 dataset
Level of theory: wB97M-V/def2-TZVPD

The calculation puts the HOMO energy at -0.3511 Eh. For the HOMO-LUMO gap, the calculation gives 10.5 eV. The net charge is 0. The SMILES is CN1C[C@H]1C=O. The calculated total energy is -7796.8108 eV.

Element x y z (Å)
C1 -1.58148 -0.44515 -0.87869
N1 -0.35035 0.28704 -0.56708
C2 1.07843 -0.19173 -0.68422
C3 0.36687 0.00020 0.62147
C4 0.83346 1.04451 1.55846
O1 1.28141 0.75903 2.64394
H1 -1.89824 -0.17267 -1.89001
H2 -2.41914 -0.16484 -0.21644
H3 -1.46377 -1.53323 -0.80974
H4 1.52028 -1.20003 -0.75005
H5 1.66967 0.49969 -1.27772
H6 0.13612 -0.96119 1.09155
H7 0.82675 2.07838 1.15854

Record 6
Formula: C4H7NO
Source: the Open Molecules 2025 dataset
Level of theory: wB97M-V/def2-TZVPD

The calculation puts the HOMO energy (alpha / beta) at -0.2289 / -0.2281 Eh. For the HOMO-LUMO gap (alpha / beta), the calculation gives 7.2 / 7.2 eV. The net charge is 0. The calculated total energy is -7795.0143 eV.

Element x y z (Å)
C1 -1.78504 -0.44025 0.30407
C2 -0.37176 -0.77880 0.65910
C3 0.76172 0.73968 -1.05538
N1 0.62253 -0.01393 0.20256
C4 1.88399 0.32266 0.45420
O1 2.12736 1.01191 -0.75565
H1 -2.20448 0.38337 0.90740
H2 -2.43360 -1.30866 0.45807
H3 -1.89327 -0.14933 -0.75044
H4 -0.14064 -1.35606 1.54651
H5 0.64863 0.08651 -1.92257
H6 0.14291 1.63769 -1.12009
H7 2.64167 -0.13479 1.07223

Record 7
Formula: C4H7NO
Source: the Open Molecules 2025 dataset
Level of theory: wB97M-V/def2-TZVPD

The calculation puts the HOMO energy (alpha / beta) at -0.3351 / -0.3351 Eh. For the HOMO-LUMO gap (alpha / beta), the calculation gives 8.4 / 8.4 eV. The net charge is 0. The SMILES is O=NC1=CCC1.[H][H]. The calculated total energy is -7793.9752 eV.

Element x y z (Å)
O1 2.57280 -0.25890 -0.56047
N1 1.91713 0.70772 -0.20747
C1 0.52443 0.47741 -0.26316
C2 -0.23818 -0.58277 -0.59062
C3 -1.47737 0.03180 0.00647
C4 -0.62008 1.31703 0.24715
H1 1.74420 -1.84149 0.49102
H2 -0.04981 -1.51858 -1.10393
H3 1.07911 -2.04295 0.76184
H4 -2.34970 0.11646 -0.64618
H5 -1.77824 -0.45167 0.94390
H6 -0.90084 2.13829 -0.41882
H7 -0.55339 1.68430 1.27460

Record 8
Formula: C4H7NO
Source: the Open Molecules 2025 dataset
Level of theory: wB97M-V/def2-TZVPD

The calculation puts the HOMO energy at -0.3510 Eh. For the HOMO-LUMO gap, the calculation gives 10.6 eV. The net charge is 0. The SMILES is C[C@H]1CN=CO1. The calculated total energy is -7798.4623 eV.

Element x y z (Å)
C1 1.49265 0.49689 0.16647
C2 0.27136 0.06085 -0.61121
C3 -0.39707 -1.08027 0.24023
N1 -1.69484 -0.53298 0.58455
C4 -1.77984 0.58860 0.01184
O1 -0.74766 1.07675 -0.71803
H1 2.02362 1.21302 -0.43533
H2 1.22175 0.95084 1.12517
H3 2.18703 -0.31976 0.41386
H4 0.46662 -0.30241 -1.62888
H5 -0.51346 -1.98284 -0.36253
H6 0.11369 -1.40423 1.17014
H7 -2.64385 1.23553 0.04373

Record 9
Formula: C4H7NO
Source: the Open Molecules 2025 dataset
Level of theory: wB97M-V/def2-TZVPD

The calculation puts the HOMO energy (alpha / beta) at -0.2877 / -0.2877 Eh. For the HOMO-LUMO gap (alpha / beta), the calculation gives 8.6 / 8.6 eV. The net charge is 0. The calculated total energy is -7793.7040 eV.

Element x y z (Å)
C1 -0.55105 1.43114 0.28463
C2 1.87378 -0.07644 -0.67157
C3 -0.47580 0.18384 -0.05761
C4 -1.20656 -1.11657 -0.01594
N1 2.38770 0.90215 -0.21007
O1 -2.24464 -1.36289 0.92125
H1 -1.48196 1.86175 0.48398
H2 0.32630 2.06576 0.24458
H3 2.18325 -0.93541 -1.25763
H4 -0.39608 -1.89835 -0.10657
H5 -1.68324 -1.29840 -1.02007
H6 3.38104 1.10403 -0.37907
H7 -2.11273 -0.86060 1.78410

Record 10
Formula: C4H7NO
Source: the Open Molecules 2025 dataset
Level of theory: wB97M-V/def2-TZVPD

The calculation puts the HOMO energy at -0.4195 Eh. For the HOMO-LUMO gap, the calculation gives 12.1 eV. The net charge is 0. The SMILES is CC[C@@H](O)C#N. The calculated total energy is -7798.5376 eV.

Element x y z (Å)
C1 -1.49866 0.61730 0.24878
C2 -0.14585 0.20285 0.82159
C3 0.91460 -0.06288 -0.24943
O1 2.04057 -0.62586 0.38256
C4 0.37864 -0.97816 -1.28997
N1 -0.05901 -1.67908 -2.09936
H1 -1.85169 -0.10942 -0.49104
H2 -2.24884 0.67054 1.04383
H3 -1.45072 1.59728 -0.23788
H4 -0.23558 -0.71084 1.41792
H5 0.25305 0.97879 1.48370
H6 1.17603 0.88121 -0.75146
H7 2.72746 -0.78174 -0.27924

Record 11
Formula: C4H7NO
Source: the Open Molecules 2025 dataset
Level of theory: wB97M-V/def2-TZVPD

The calculation puts the HOMO energy at -0.3321 Eh. For the HOMO-LUMO gap, the calculation gives 10.0 eV. The net charge is 0. The calculated total energy is -7795.0389 eV.

Element x y z (Å)
C1 1.88467 -0.25190 0.47431
C2 0.61434 0.46402 0.06050
O1 0.46795 1.67319 0.15015
C3 -0.50450 -0.42614 -0.43754
C4 -1.70865 -0.49762 0.47894
N1 -1.55128 0.30232 -1.15056
H1 2.51221 -0.40532 -0.41736
H2 1.66780 -1.24370 0.89413
H3 2.44486 0.35478 1.19323
H4 -0.18422 -1.34678 -0.93726
H5 -1.66493 0.37977 1.15297
H6 -2.47320 -0.23182 -0.67134
H7 -1.46466 1.30185 -0.91434

Record 12
Formula: C4H7NO
Source: the Open Molecules 2025 dataset
Level of theory: wB97M-V/def2-TZVPD

The calculation puts the HOMO energy at -0.3236 Eh. For the HOMO-LUMO gap, the calculation gives 9.8 eV. The net charge is 0. The SMILES is C1=CN1.C=CO. The calculated total energy is -7794.4760 eV.

Element x y z (Å)
O1 -0.89105 -0.83784 -1.53877
C1 -0.70117 0.47960 -1.80611
C2 0.23622 1.26773 -1.28262
C3 -0.44362 0.10050 1.57356
C4 -0.18248 -1.14455 1.65645
N1 1.01843 -0.24009 1.60156
H1 -1.43586 0.83044 -2.52643
H2 0.28684 2.31067 -1.57584
H3 0.96723 0.89463 -0.56500
H4 -1.05015 0.97148 1.38805
H5 -0.26328 -1.09144 -0.84526
H6 -0.39091 -2.20065 1.60663
H7 1.35488 -0.10186 2.56072

Record 13
Formula: C4H7NO
Source: the Open Molecules 2025 dataset
Level of theory: wB97M-V/def2-TZVPD

The calculation puts the HOMO energy at -0.3273 Eh. For the HOMO-LUMO gap, the calculation gives 9.9 eV. The net charge is 0. The SMILES is O=CCN1CC1. The calculated total energy is -7796.6484 eV.

Element x y z (Å)
O1 -3.00339 -0.06741 1.05995
C1 -1.91971 -0.28525 0.58762
C2 -0.67574 0.55929 0.81220
N1 0.37244 -0.07957 0.09977
C3 0.74428 -0.39206 -1.22674
C4 1.74065 0.07011 -0.18387
H1 -1.73660 -1.15909 -0.06221
H2 -0.41613 0.48027 1.87651
H3 -0.89654 1.61810 0.60155
H4 0.56834 0.28903 -2.06318
H5 0.64292 -1.44471 -1.48971
H6 2.37759 -0.63645 0.34234
H7 2.20189 1.04774 -0.35424

Record 14
Formula: C4H7NO
Source: the Open Molecules 2025 dataset
Level of theory: wB97M-V/def2-TZVPD

The calculation puts the HOMO energy at -0.3075 Eh. For the HOMO-LUMO gap, the calculation gives 9.4 eV. The net charge is 0. The calculated total energy is -7793.9021 eV.

Element x y z (Å)
C1 0.18411 -0.46009 1.96181
N1 0.10413 -1.40594 0.43644
C2 0.73724 -0.10546 0.62671
C3 0.09281 0.93751 -0.25548
C4 -0.24943 0.67898 -1.65797
O1 -1.25926 0.68358 -0.63923
H1 -0.84265 -0.05180 2.01370
H2 0.30802 -1.98266 1.30760
H3 -0.85704 -1.32171 0.11967
H4 1.82442 -0.14449 0.49805
H5 0.28987 1.96770 0.04894
H6 -0.30565 1.50332 -2.37102
H7 -0.02657 -0.29894 -2.08923

Record 15
Formula: C4H7NO
Source: the Open Molecules 2025 dataset
Level of theory: wB97M-V/def2-TZVPD

The calculation puts the HOMO energy at -0.3071 Eh. For the HOMO-LUMO gap, the calculation gives 9.4 eV. The net charge is 0. The calculated total energy is -7795.8581 eV.

Element x y z (Å)
C1 1.59927 1.21594 -0.11351
C2 0.91878 0.24138 -1.02936
C3 -1.28003 -1.77947 0.22230
N1 -1.47828 -0.64573 0.76227
C4 -1.49698 0.48329 1.24249
O1 -0.02341 0.50227 -1.74076
H1 2.62889 1.38116 -0.45537
H2 1.05240 2.15995 -0.09269
H3 1.64758 0.79405 0.89624
H4 1.33608 -0.78965 -1.01354
H5 -1.13004 -1.82704 -0.85182
H6 -1.28448 -2.67352 0.83661
H7 -2.48978 0.93736 1.33715

Record 16
Formula: C4H7NO
Source: the Open Molecules 2025 dataset
Level of theory: wB97M-V/def2-TZVPD

The calculation puts the HOMO energy at -0.3452 Eh. For the HOMO-LUMO gap, the calculation gives 9.4 eV. The net charge is 0. The calculated total energy is -7794.9269 eV.

Element x y z (Å)
N1 -0.79720 -2.17955 -0.19082
C1 -0.41584 -0.96109 -0.16062
C2 -0.05049 -0.27171 1.13757
C3 0.63806 0.87177 0.48296
C4 0.02365 1.21287 -0.82685
O1 -0.72857 0.04106 -1.13269
H1 -0.89513 -2.51359 -1.14718
H2 -0.95787 -0.07532 1.71161
H3 0.65914 -0.84863 1.74508
H4 1.23769 -0.46911 -0.34486
H5 1.11777 1.67158 1.07304
H6 0.81547 1.44047 -1.56277
H7 -0.64669 2.08127 -0.78449

Record 17
Formula: C4H7NO
Source: the Open Molecules 2025 dataset
Level of theory: wB97M-V/def2-TZVPD

The calculation puts the HOMO energy at -0.3534 Eh. For the HOMO-LUMO gap, the calculation gives 10.7 eV. The net charge is 0. The SMILES is CC1=NCCO1. The calculated total energy is -7798.4372 eV.

Element x y z (Å)
C1 2.02183 -0.34882 0.17505
C2 0.61461 0.04629 0.41975
N1 0.09830 1.20354 0.33048
C3 -1.33807 0.95948 0.10333
C4 -1.32547 -0.50226 -0.34692
O1 -0.22960 -1.03349 0.39829
H1 2.69709 0.50378 0.18071
H2 1.97006 -0.76403 -0.84065
H3 2.35062 -1.15509 0.83192
H4 -1.92987 1.13466 1.01100
H5 -1.69819 1.62807 -0.68247
H6 -1.02125 -0.56194 -1.40280
H7 -2.21008 -1.11018 -0.17772

Record 18
Formula: C4H7NO
Source: the Open Molecules 2025 dataset
Level of theory: wB97M-V/def2-TZVPD

The calculation puts the HOMO energy at -0.3521 Eh. For the HOMO-LUMO gap, the calculation gives 10.3 eV. The net charge is 0. The SMILES is C#C[C@@H](N)CO. The calculated total energy is -7796.8207 eV.

Element x y z (Å)
C1 -0.16745 -0.52521 0.23601
C2 0.08976 0.95172 0.61622
C3 -1.21106 -0.54594 -0.80268
C4 -2.05080 -0.45362 -1.65398
H1 1.73738 -1.12757 0.49517
H2 1.36943 -0.71382 -1.04200
H3 -0.52423 -1.04659 1.14334
H4 0.42998 1.53557 -0.26033
H5 -0.83730 1.38556 0.98579
H6 1.90481 1.13917 1.25390
H7 -2.79798 -0.43797 -2.41998
N1 1.01901 -1.20150 -0.22568
O1 1.03845 1.04020 1.67420